ORCA calculation (wB97M-V/def2-TZVPD) on a structure of composition C6H8N2O2 in a non-equilibrium geometry.

Output
HOMO level: -10.1 eV
total charge: 0
gap between HOMO and LUMO: 10.2 eV

Atoms and positions in Å:
C  -1.324  -1.716  0.047
C  -0.276  -0.809  -0.535
N  -0.576  0.560  -1.054
C  -1.503  1.178  -0.145
O  -2.570  1.655  -0.395
C  -0.612  1.070  1.084
C  0.342  0.350  0.135
C  1.773  0.750  0.016
N  2.488  0.500  -1.052
H  -1.860  -1.284  0.899
H  -2.061  -1.971  -0.726
H  -0.839  -2.643  0.381
H  0.393  -1.312  -1.238
H  -0.251  2.056  1.403
H  -1.003  0.523  1.950
O  2.521  0.389  1.023
H  1.953  0.603  -1.910
H  3.405  0.101  0.117

ORCA calculation (wB97M-V/def2-TZVPD) on a cluster of 2 separate species, C6H8N2O2 in total in a non-equilibrium geometry.

Output
HOMO level: -10.1 eV
total charge: 0
gap between HOMO and LUMO: 10.3 eV
SMILES string: N#C[C@H](N)C#CCC=O.O

Atoms and positions in Å:
N  -3.039  1.772  -2.519
C  -2.298  1.961  -1.655
C  -1.342  2.252  -0.550
N  -0.420  3.305  -0.963
C  -0.603  1.037  -0.167
C  0.070  0.073  0.115
C  0.763  -1.183  0.403
C  1.450  -1.192  1.756
O  1.973  -2.222  2.177
H  -1.969  2.538  0.316
H  0.380  3.315  -0.336
H  -0.869  4.215  -0.897
H  -0.008  -1.974  0.467
H  1.789  -1.167  -0.132
H  1.070  -0.440  2.477
O  1.194  -4.004  -0.511
H  1.547  -3.911  0.463
H  0.310  -4.375  -0.444

ORCA calculation (wB97M-V/def2-TZVPD) on the molecule C6H8N2O2S in a non-equilibrium geometry.

Output
HOMO level (spin up / spin down): -7.5 / -7.5 eV
total charge: 0
gap between HOMO and LUMO (spin up / spin down): 7.7 / 7.7 eV

Atoms and positions in Å:
C  0.212  0.178  -0.342
C  -1.452  1.677  -0.595
C  -2.725  -0.431  0.056
C  2.752  -0.879  -0.809
C  -0.333  -1.029  -0.245
C  2.238  0.992  1.065
N  -2.538  0.956  -0.303
N  -1.697  -1.290  0.037
O  -1.179  2.762  -0.973
O  -3.890  -0.750  0.324
S  1.906  0.502  -0.702
H  2.514  -1.536  -0.049
H  2.895  -1.451  -1.696
H  0.154  -2.057  -0.204
H  3.299  1.339  1.161
H  1.420  1.713  1.388
H  1.874  0.097  1.720
H  -3.425  1.394  -0.253
H  -2.028  -2.188  0.419

Ordered relative energy (zero: lowest compared OMol25 entry of this formula, charge and spin) results: 101.5 99.4 128.1; unit kcal per mole.
Ordered electronic energy results: -493.2851 -493.2884 -891.4364; unit a.u..